[1]
# C50H64AuN5O2P3Te

A structure of composition C50H64AuN5O2P3Te (the ωB97M-V functional and the def2-TZVPD basis, the OMol25 dataset).

Summary:
Multiplicity: 2
Charge: +2
LUMO (alpha / beta): -4.66 / -8.43 eV
Strongest force on any atom: 0.64 eV Å⁻¹
DFT total energy: -3795.282240 Eh
Energy relative to the best compared isomer or geometry (same formula, charge and spin): 0.0 kcal/mol

Atoms and positions in Å:
Au -0.38 0.78 -0.66
N 1.69 1.68 -3.01
P 1.31 2.08 -1.41
C 2.89 1.93 -0.56
C 2.99 1.22 0.62
C 4.21 1.14 1.28
C 5.32 1.76 0.75
C 5.22 2.47 -0.44
C 4.01 2.56 -1.09
C 0.94 3.84 -1.47
C 0.38 4.42 -0.34
C 0.12 5.78 -0.31
C 0.40 6.56 -1.42
C 0.95 5.98 -2.56
C 1.23 4.63 -2.58
P 2.33 0.08 -3.26
C 3.45 0.35 -4.66
C 4.72 -0.21 -4.60
C 5.60 -0.07 -5.66
C 5.22 0.65 -6.78
C 3.95 1.22 -6.85
C 3.07 1.07 -5.80
C 0.92 -0.73 -4.10
C -0.38 -0.24 -4.10
C -1.41 -0.95 -4.69
C -1.16 -2.18 -5.28
C 0.14 -2.69 -5.28
C 1.16 -1.98 -4.69
H 1.03 2.02 -3.70
H 2.12 0.73 1.02
H 4.28 0.59 2.21
H 6.27 1.70 1.26
H 6.09 2.96 -0.86
H 3.93 3.11 -2.02
H 0.15 3.80 0.52
H -0.31 6.23 0.57
H 0.19 7.62 -1.41
H 1.18 6.59 -3.42
H 1.70 4.19 -3.46
H 5.02 -0.76 -3.72
H 6.58 -0.51 -5.61
H 5.90 0.76 -7.61
H 3.66 1.77 -7.73
H 2.08 1.50 -5.87
H -0.62 0.70 -3.62
H -2.41 -0.55 -4.69
H -1.96 -2.74 -5.75
H 0.35 -3.64 -5.74
H 2.16 -2.38 -4.69
C -3.64 0.05 1.58
N -4.28 0.79 0.52
C -5.53 1.42 0.89
P -3.73 0.77 -1.03
O -2.41 0.03 -1.06
N -4.74 0.07 -2.11
C -6.05 0.64 -2.43
C -4.60 -1.33 -2.48
N -3.73 2.36 -1.49
C -3.39 2.68 -2.86
C -3.21 3.36 -0.56
H -4.29 -0.74 1.95
H -3.40 0.71 2.40
H -2.72 -0.40 1.20
H -6.31 0.68 1.09
H -5.87 2.08 0.09
H -5.39 2.02 1.79
H -6.05 1.71 -2.26
H -6.84 0.18 -1.84
H -6.27 0.45 -3.49
H -3.61 -1.67 -2.23
H -4.75 -1.44 -3.56
H -5.35 -1.95 -1.97
H -3.75 1.91 -3.53
H -2.31 2.79 -2.99
H -3.86 3.63 -3.14
H -3.63 3.21 0.43
H -3.51 4.35 -0.91
H -2.12 3.33 -0.50
C -0.58 -2.69 -1.29
C 0.17 -2.40 -0.05
O 1.13 -3.17 0.29
N -0.11 -1.36 0.73
Te 1.14 -1.92 2.21
C 1.35 -0.53 3.81
C 0.83 0.78 3.82
C -0.03 1.37 2.76
C 1.07 1.53 4.96
C 1.79 1.04 6.04
C 2.04 1.87 7.25
C 2.31 -0.26 5.96
C 2.13 -1.05 4.85
C 2.73 -2.43 4.81
C 0.12 -3.50 3.11
C -1.11 -3.26 3.73
C -1.71 -1.89 3.87
C -1.79 -4.36 4.22
C -1.28 -5.65 4.13
C -2.04 -6.82 4.66
C -0.03 -5.83 3.53
C 0.70 -4.77 3.02
C 2.07 -5.03 2.47
H -0.42 -3.72 -1.60
H -0.22 -2.03 -2.08
H -1.63 -2.47 -1.13
H -0.03 0.81 1.84
H 0.30 2.39 2.53
H -1.06 1.42 3.11
H 0.66 2.53 5.01
H 1.55 2.83 7.18
H 3.11 2.04 7.39
H 1.68 1.36 8.15
H 2.88 -0.64 6.79
H 3.53 -2.50 5.54
H 3.16 -2.66 3.83
H 1.98 -3.19 5.04
H -1.61 -1.31 2.95
H -1.24 -1.33 4.68
H -2.77 -1.97 4.09
H -2.75 -4.21 4.69
H -2.94 -6.51 5.18
H -1.42 -7.40 5.35
H -2.32 -7.49 3.85
H 0.39 -6.82 3.47
H 2.69 -5.50 3.24
H 2.58 -4.14 2.13
H 2.02 -5.71 1.62

[2]
# C50H66MoN6O6S2

A structure of composition C50H66MoN6O6S2 (the ωB97M-V functional and the def2-TZVPD basis, the OMol25 dataset).

Summary:
Charge: +2
LUMO (alpha / beta): -9.23 / -9.22 eV
Strongest force on any atom: 4.47 eV Å⁻¹
DFT total energy: -3588.787860 Eh
Energy relative to the best compared isomer or geometry (same formula, charge and spin): 14.5 kcal/mol

Atoms and positions in Å:
Mo 0.36 -0.61 -1.30
C -4.32 3.30 -4.88
C -3.60 2.33 -5.82
C -2.77 3.17 -6.81
C -4.65 1.51 -6.59
C -2.67 1.38 -5.08
C -2.61 1.33 -3.69
C -1.67 0.51 -3.07
N -1.33 0.39 -1.75
C -1.98 1.01 -0.71
C -3.30 1.43 -0.59
C -3.68 2.15 0.53
C -2.70 2.47 1.48
C -1.38 2.02 1.44
C -1.05 1.17 0.37
O 0.02 0.44 0.15
C -0.38 2.52 2.47
C -0.52 4.05 2.61
C 1.05 2.21 2.03
C -0.64 1.87 3.84
C -5.10 2.66 0.70
C -5.08 4.19 0.84
C -6.01 2.29 -0.48
C -5.70 2.04 1.98
C -0.74 -0.23 -3.85
O 0.16 -0.79 -3.05
C -0.83 -0.26 -5.25
C -1.82 0.54 -5.81
C 0.16 -1.07 -6.06
C 0.08 -2.53 -5.60
C -0.14 -1.04 -7.56
C 1.56 -0.49 -5.82
H -4.89 4.02 -5.46
H -5.02 2.78 -4.23
H -3.61 3.87 -4.27
H -3.40 3.92 -7.27
H -1.96 3.67 -6.30
H -2.36 2.55 -7.60
H -5.33 2.19 -7.11
H -4.19 0.86 -7.32
H -5.24 0.90 -5.90
H -3.24 1.98 -3.10
H -4.01 1.15 -1.35
H -2.99 3.11 2.30
H -0.57 4.52 1.63
H -1.40 4.33 3.18
H 0.34 4.45 3.14
H 1.23 2.59 1.02
H 1.76 2.69 2.70
H 1.24 1.14 2.03
H -1.59 2.19 4.26
H -0.66 0.79 3.75
H 0.14 2.17 4.53
H -4.58 4.64 -0.02
H -6.10 4.57 0.88
H -4.57 4.51 1.74
H -5.65 2.72 -1.41
H -6.11 1.22 -0.59
H -7.00 2.69 -0.30
H -5.13 2.31 2.86
H -6.71 2.40 2.11
H -5.72 0.96 1.90
H -1.90 0.53 -6.89
H -0.90 -2.95 -5.84
H 0.84 -3.13 -6.11
H 0.23 -2.62 -4.53
H -1.14 -1.41 -7.76
H -0.03 -0.03 -7.96
H 0.57 -1.68 -8.08
H 1.79 -0.42 -4.75
H 2.32 -1.12 -6.28
H 1.63 0.50 -6.25
C -1.57 -2.46 8.80
C -1.06 -2.11 7.41
C -0.07 -3.17 6.88
N 0.14 -2.98 5.45
C 0.70 -1.96 4.84
S 0.30 -1.62 3.23
N 1.59 -1.12 5.44
C 2.61 -1.49 6.33
O 2.78 -2.66 6.61
C 3.43 -0.39 6.85
C 4.52 -0.77 7.64
C 5.33 0.19 8.21
C 5.08 1.53 8.00
C 4.01 1.92 7.21
C 3.18 0.97 6.63
H -2.26 -1.68 9.13
H -0.76 -2.52 9.51
H -2.09 -3.41 8.79
H -0.57 -1.14 7.43
H -1.90 -2.04 6.71
H -0.48 -4.17 7.01
H 0.88 -3.12 7.41
H -0.48 -3.53 4.86
H 1.73 -0.23 4.96
H 4.69 -1.82 7.80
H 6.17 -0.12 8.82
H 5.71 2.28 8.45
H 3.82 2.97 7.05
H 2.34 1.31 6.05
N 4.58 -3.80 1.97
C 3.60 -3.06 1.45
C 2.29 -3.57 1.25
C 1.34 -2.79 0.65
N 1.58 -1.55 0.19
C 2.78 -1.02 0.47
C 3.80 -1.71 1.08
H 4.43 -4.76 2.22
H 5.50 -3.41 2.10
H 2.06 -4.57 1.60
H 0.32 -3.14 0.54
H 2.92 0.03 0.19
H 4.75 -1.24 1.27
N 1.39 -2.96 -2.18
C 2.60 -2.70 -2.93
C 3.14 -3.68 -3.75
C 4.30 -3.42 -4.47
C 4.87 -2.18 -4.35
C 4.37 -1.19 -3.54
C 3.21 -1.46 -2.82
S 6.43 -1.83 -5.32
O 6.58 -0.42 -5.11
O 6.02 -2.28 -6.62
O 7.25 -2.71 -4.52
H 0.72 -3.44 -2.79
H 1.61 -3.63 -1.44
H 2.66 -4.65 -3.83
H 4.74 -4.15 -5.13
H 4.87 -0.23 -3.48
H 2.76 -0.68 -2.19

[3]
# C50H75IN8O8S

A cluster of 6 separate species, C50H75IN8O8S in total (the ωB97M-V functional and the def2-TZVPD basis, the OMol25 dataset).

Summary:
Charge: 0
LUMO: -1.46 eV
SMILES string: [H]/N=C(\N)NCCCCc1cc2c(c(CC(=O)I)c1Cc1cccc(C)c1)C(=O)c1c(S)c(CC(C)C)cc(CC)c1C2=O.CN(C)C=O.CN(C)C=O.CN(C)C=O.CN(C)C=O.CN(C)C=O
Strongest force on any atom: 8.97 eV Å⁻¹
DFT total energy: -3684.847509 Eh

Atoms and positions in Å:
H -6.05 7.10 0.35
N -5.19 6.76 -0.12
C -4.81 5.57 0.49
N -5.65 5.06 1.68
N -3.57 4.82 0.03
C -3.82 4.00 -1.22
C -3.15 2.50 -1.05
C -3.91 1.32 -1.90
C -2.91 0.24 -2.62
C -2.05 -0.70 -1.54
C -2.46 -0.64 0.06
C -1.60 -1.52 1.15
C -0.32 -2.48 0.65
C 0.12 -2.57 -0.93
C 1.38 -3.50 -1.42
C 2.78 -3.24 -0.61
O 3.22 -2.07 -0.13
I 4.14 -4.99 -0.32
C -0.77 -1.66 -2.01
C -0.35 -1.68 -3.60
C 1.13 -1.04 -3.91
C 1.66 -0.99 -5.49
C 3.18 -0.39 -5.84
C 4.21 0.18 -4.67
C 3.68 0.15 -3.09
C 4.74 0.70 -1.96
C 2.17 -0.45 -2.77
C 0.48 -3.27 1.89
O 0.93 -4.52 1.82
C 0.67 -2.34 3.27
C 2.05 -2.28 4.16
S 3.54 -3.33 3.67
C 2.09 -1.28 5.47
C 3.48 -1.13 6.38
C 4.21 0.27 5.84
C 3.57 1.62 6.59
C 3.98 0.52 4.22
C 0.82 -0.33 5.97
C -0.56 -0.39 5.08
C -1.87 0.52 5.42
C -2.93 -0.20 6.45
C -0.60 -1.38 3.77
C -1.95 -1.46 2.78
O -3.21 -1.51 3.27
H -6.35 4.35 1.34
H -6.14 5.86 2.15
H -3.31 4.21 0.86
H -4.99 3.99 -1.39
H -3.29 4.57 -2.12
H -2.01 2.54 -1.38
H -3.16 2.17 0.10
H -4.61 0.72 -1.14
H -4.68 1.81 -2.68
H -3.48 -0.53 -3.32
H -2.14 0.86 -3.27
H -3.35 0.01 0.50
H 1.58 -3.46 -2.58
H 1.07 -4.63 -1.19
H -0.33 -2.81 -3.95
H -1.14 -1.13 -4.30
H 1.04 -1.39 -6.40
H 3.60 -0.37 -6.96
H 5.30 0.58 -4.88
H 5.66 1.21 -2.53
H 4.29 1.44 -1.18
H 5.22 -0.25 -1.42
H 1.80 -0.47 -1.66
H 4.71 -2.55 3.63
H 4.22 -2.03 6.25
H 3.18 -0.93 7.52
H 5.39 0.19 5.99
H 4.39 2.46 6.44
H 2.64 1.96 5.93
H 3.29 1.43 7.71
H 4.75 1.30 3.76
H 2.91 0.97 3.98
H 4.08 -0.45 3.57
H 0.89 0.39 6.91
H -2.48 0.74 4.42
H -1.49 1.58 5.79
H -2.73 -1.37 6.36
H -4.03 0.06 6.07
H -2.72 0.22 7.53
C 5.85 -5.01 -4.12
N 6.81 -3.98 -4.44
C 7.82 -4.25 -5.45
C 6.81 -2.76 -3.81
O 7.60 -1.84 -4.03
H 6.38 -5.90 -3.77
H 5.28 -5.26 -5.03
H 5.15 -4.68 -3.35
H 8.81 -4.15 -5.00
H 7.72 -3.51 -6.25
H 7.69 -5.26 -5.86
H 6.01 -2.66 -3.06
C -0.08 4.96 -5.59
N -1.41 4.56 -5.20
C -2.48 5.53 -5.28
C -1.70 3.28 -4.77
O -2.81 2.88 -4.44
H 0.24 5.78 -4.94
H -0.09 5.29 -6.63
H 0.63 4.13 -5.48
H -2.92 5.66 -4.29
H -3.25 5.16 -5.96
H -2.11 6.49 -5.64
H -0.82 2.62 -4.75
C -2.15 -5.19 2.16
N -3.49 -5.59 2.54
C -4.56 -4.62 2.47
C -3.78 -6.87 2.98
O -4.88 -7.27 3.31
H -1.83 -4.37 2.81
H -2.16 -4.86 1.12
H -1.45 -6.02 2.27
H -5.00 -4.49 3.46
H -5.33 -4.98 1.79
H -4.18 -3.65 2.11
H -2.89 -7.53 2.99
C 1.50 -4.30 10.38
N 1.80 -2.91 10.11
C 2.68 -2.20 11.01
C 1.29 -2.26 9.01
O 1.50 -1.08 8.72
H 1.02 -4.37 11.36
H 2.44 -4.87 10.39
H 0.83 -4.72 9.62
H 2.14 -1.34 11.42
H 3.55 -1.83 10.46
H 3.01 -2.85 11.83
H 0.63 -2.89 8.39
C -5.70 7.30 -10.01
N -4.45 6.79 -9.49
C -3.76 5.75 -10.22
C -3.89 7.26 -8.32
O -2.84 6.88 -7.82
H -6.42 6.48 -10.08
H -5.52 7.72 -11.00
H -6.11 8.08 -9.36
H -3.65 4.87 -9.57
H -2.76 6.10 -10.49
H -4.31 5.47 -11.12
H -4.50 8.05 -7.84